1.
Density functional theory data (ωB97M-V/def2-TZVPD) for the molecule C6H8N2 in a non-equilibrium geometry.

Structure (SMILES): [H]/N=C(\N)C1C=CC=C1
HOMO-LUMO gap: 9.80 eV
2S+1: 1
Total charge: 0
Strongest force on any atom: 3.1 eV Å⁻¹
Energy above the lowest of the compared OMol25 structures with the same formula, charge and spin: 0.991 eV
E_HOMO: -8.8 eV

```
16
Properties=species:S:1:pos:R:3:forces:R:3:mulliken_charge:R:1
H -0.6394 2.4720 -2.1277 -0.2 -1.5 0.1 0.227
N -0.5386 1.4139 -2.0744 0.1 1.5 1.1 -0.666
C -0.4040 1.0365 -0.8506 0.7 -0.2 -0.2 0.354
N -0.4092 1.7578 0.3352 -0.4 0.9 -1.7 -0.376
C 0.0305 -0.4282 -0.5921 -0.1 0.6 -1.2 0.397
C 1.3493 -0.4707 0.1574 0.9 -0.3 -0.5 -0.703
C 1.2099 -1.1774 1.2869 0.0 0.6 0.4 -0.319
C -0.1952 -1.5374 1.3896 -0.2 -2.4 1.9 -0.267
C -0.8680 -1.1810 0.3189 -0.5 0.3 -0.4 -0.872
H -0.8094 2.7010 0.3387 0.2 -0.9 0.2 0.242
H -0.4336 1.1812 1.1446 -0.2 0.1 0.8 0.199
H 0.0488 -0.8739 -1.6210 0.3 0.2 0.9 0.300
H 2.2847 -0.0366 -0.2056 -0.5 0.0 0.0 0.331
H 1.9251 -1.4067 2.0820 0.0 0.2 -0.6 0.404
H -0.5892 -2.2479 2.1547 0.3 0.9 -0.5 0.371
H -1.8863 -1.4421 0.1476 -0.5 0.1 -0.3 0.376
```
Positions in Å, forces in eV/Å.

2.
Density functional theory data (ωB97M-V/def2-TZVPD) for a structure of composition C6H8N2 in a non-equilibrium geometry.

HOMO-LUMO gap: 8.50 eV
2S+1: 1
Total charge: 0
Strongest force on any atom: 6.7 eV Å⁻¹
Energy above the lowest of the compared OMol25 structures with the same formula, charge and spin: 7.938 eV
E_HOMO: -8.2 eV

```
16
Properties=species:S:1:pos:R:3:forces:R:3:mulliken_charge:R:1
C 2.2675 -0.3983 -0.0521 0.6 -1.0 -0.4 -0.045
C -2.3723 0.0054 -0.2448 1.5 -0.3 0.2 -0.120
C 1.3720 0.3714 -0.2830 2.1 -0.9 1.5 0.529
C -1.2047 0.3156 -0.1755 2.6 1.8 -0.4 0.416
C 3.3256 -1.4404 -0.0998 -1.0 2.3 -2.9 -1.279
C -3.6712 -0.6111 -0.1130 2.3 -1.4 1.3 -1.366
N 0.4022 2.3958 0.4259 2.7 -1.9 1.2 -0.396
N 0.4645 1.2826 -0.3470 -6.6 1.4 -0.4 -0.065
H 2.9761 -2.3440 0.2176 -1.1 -2.5 1.0 0.333
H 3.6356 -1.5761 -1.1652 0.0 0.1 0.8 0.264
H 4.1340 -1.1713 0.4878 1.7 0.6 1.1 0.338
H -4.1991 -0.4264 -0.9438 -2.5 1.0 -2.9 0.358
H -3.6052 -1.7018 -0.0613 0.2 0.1 0.3 0.290
H -4.0894 -0.2355 0.7669 -1.2 0.5 1.3 0.297
H -0.1614 3.1498 0.1904 -1.2 0.9 -1.1 0.215
H 0.7256 2.3846 1.3969 -0.3 -0.5 -0.5 0.230
```
Positions in Å, forces in eV/Å.

3.
Density functional theory data (ωB97M-V/def2-TZVPD) for the molecule C6H8N2 in a non-equilibrium geometry.

HOMO-LUMO gap: 7.31 eV
2S+1: 1
Total charge: 0
Strongest force on any atom: 4.6 eV Å⁻¹
Energy above the lowest of the compared OMol25 structures with the same formula, charge and spin: 6.417 eV
E_HOMO: -6.2 eV

```
16
Properties=species:S:1:pos:R:3:forces:R:3:mulliken_charge:R:1
C 1.3698 -1.1758 -0.1631 1.5 1.0 -0.5 -0.647
C -1.3393 -1.1737 0.0705 -2.1 -0.2 -0.9 -0.591
C -1.4488 1.1919 0.1646 1.2 -0.4 -1.4 -0.582
C 1.2531 1.1726 0.2016 3.1 -2.4 1.5 -0.660
C -0.0170 0.6640 -0.0188 -2.6 2.0 -3.3 0.149
C 0.0228 -0.7461 0.3770 0.5 -1.6 0.3 0.300
H 3.0657 0.3107 -0.2074 -2.0 -1.5 0.7 0.288
H 1.9007 -2.1532 -0.4522 -1.1 1.9 1.0 0.321
H -1.8809 -2.1640 0.1271 0.9 1.4 0.0 0.293
H -3.0183 -0.0909 -0.1536 -2.5 -0.2 -0.3 0.152
H -1.7569 2.1123 -0.4932 0.2 -2.1 1.4 0.161
H 1.5678 2.1806 0.3112 0.7 0.3 -0.1 0.399
H 0.1480 0.6079 -1.2737 -0.8 -0.6 1.4 0.021
H 0.1289 -0.7159 1.4674 0.0 -0.1 1.0 0.250
N 2.0675 0.0259 0.0779 0.9 2.5 -1.4 -0.030
N -2.0632 -0.0463 -0.0354 2.0 0.1 0.7 0.176
```
Positions in Å, forces in eV/Å.

4.
Density functional theory data (ωB97M-V/def2-TZVPD) for the molecule C6H8N2 in a non-equilibrium geometry.

Structure (SMILES): C=C(N)/C(C#N)=C\C
HOMO-LUMO gap: 8.85 eV
2S+1: 1
Total charge: 0
Strongest force on any atom: 4.8 eV Å⁻¹
Energy above the lowest of the compared OMol25 structures with the same formula, charge and spin: 2.754 eV
E_HOMO: -8.8 eV

```
16
Properties=species:S:1:pos:R:3:forces:R:3:mulliken_charge:R:1
C 0.9548 1.2197 -1.1634 0.8 -0.1 0.0 -0.907
C 1.2276 0.1701 -0.3866 -3.7 -0.6 0.2 0.696
N 2.4886 -0.2605 -0.0675 1.5 2.4 0.1 -0.453
C 0.0556 -0.4127 0.4748 -1.0 0.6 0.8 0.432
C 0.6263 -1.0347 1.6713 -0.2 0.8 -0.3 0.052
N 1.1138 -1.4191 2.6371 0.0 -0.4 0.2 -0.444
C -1.3353 -0.2454 0.6032 2.9 -0.5 -3.8 -0.511
C -2.5483 -0.0188 -0.3114 2.3 -1.9 -0.2 -1.113
H 1.8744 1.6443 -1.6435 -1.5 0.2 0.0 0.231
H -0.0799 1.5965 -1.1922 1.0 0.1 -0.3 0.183
H 3.1012 0.5226 -0.3557 0.0 -1.0 0.4 0.245
H 2.8664 -1.1092 -0.3966 -0.1 -1.2 -0.3 0.207
H -1.7021 -0.5623 1.4877 -0.6 -1.2 3.0 0.382
H -3.3424 -0.0515 0.3379 -2.1 0.6 1.6 0.392
H -2.8067 -0.9526 -0.9051 1.0 1.3 -0.1 0.277
H -2.4938 0.9134 -0.7900 -0.2 0.9 -1.3 0.331
```
Positions in Å, forces in eV/Å.

5.
Density functional theory data (ωB97M-V/def2-TZVPD) for the molecule C6H8N2 in a non-equilibrium geometry.

Structure (SMILES): [H]/N=C(\C)NC(=C)C#C
HOMO-LUMO gap: 8.94 eV
2S+1: 1
Total charge: 0
Strongest force on any atom: 6.2 eV Å⁻¹
Energy above the lowest of the compared OMol25 structures with the same formula, charge and spin: 4.807 eV
E_HOMO: -8.5 eV

```
16
Properties=species:S:1:pos:R:3:forces:R:3:mulliken_charge:R:1
H -2.9222 -1.5092 0.0062 1.9 -0.5 -0.7 0.234
N -1.8728 -1.6689 -0.1105 -1.1 1.4 0.0 -0.764
C -1.2647 -0.5111 -0.0542 -1.8 -2.3 1.1 0.655
C -2.1937 0.6831 0.1517 1.4 2.6 -1.3 -1.267
N 0.1362 -0.7473 0.2187 -0.8 -0.3 -2.1 -0.224
C 1.3046 0.0910 0.0042 -2.8 1.3 2.2 0.799
C 1.1801 1.4310 -0.0941 -1.9 -1.3 -1.5 -0.834
C 2.5366 -0.4650 0.3903 4.7 -2.2 -3.4 -0.551
C 3.6183 -0.8720 -0.1023 -5.0 1.8 2.9 -0.251
H -3.2436 0.3671 0.3254 1.0 0.1 0.1 0.400
H -2.2748 1.4777 -0.7799 0.6 -2.0 2.3 0.246
H -1.7092 1.1989 1.0232 -1.1 0.1 -0.6 0.318
H 0.0846 -1.7310 -0.1686 1.5 1.1 0.9 0.335
H 0.0960 1.6319 -0.4123 2.1 1.0 0.5 0.147
H 2.0750 2.0543 -0.1190 -0.8 0.1 0.0 0.339
H 4.4496 -1.4307 -0.2787 2.0 -1.0 -0.4 0.417
```
Positions in Å, forces in eV/Å.

6.
Density functional theory data (ωB97M-V/def2-TZVPD) for the molecule C6H8N2O in a non-equilibrium geometry.

HOMO-LUMO gap (alpha / beta): 8.16 / 7.90 eV
2S+1: 1
Total charge: 0
Strongest force on any atom: 4.3 eV Å⁻¹
Energy above the lowest of the compared OMol25 structures with the same formula, charge and spin: 6.410 eV
E_HOMO (alpha / beta): -7.6 / -7.4 eV

```
17
Properties=species:S:1:pos:R:3:forces:R:3:mulliken_charge:R:1
C 1.0040 -1.4498 0.2073 -2.7 1.6 0.4 -0.379
C 1.1529 0.0188 0.2052 0.2 1.1 -0.5 0.438
C 0.0206 0.6563 0.2858 -2.1 -2.6 0.1 0.398
C -2.1547 -0.6941 -0.2035 -1.7 -0.5 0.4 -0.419
C -2.2300 0.7602 0.1240 -0.7 1.5 0.5 -0.476
C 2.5858 0.5391 0.1915 -0.2 -0.2 -1.3 -1.277
N -0.1473 -1.9917 0.3283 1.0 -1.8 -0.8 -0.538
N -1.1694 -1.2711 0.5747 1.6 3.7 1.6 -0.187
O -0.9893 1.3938 -0.0521 2.8 0.7 0.0 -0.353
H 1.8511 -1.9201 0.4593 3.0 -2.5 0.0 0.471
H -3.1732 -1.0186 0.0337 -0.2 -0.4 0.4 0.331
H -2.1106 -0.8950 -1.2237 0.7 -0.1 -2.2 0.412
H -2.7572 1.3573 -0.5958 -1.5 -0.2 0.0 0.308
H -2.5073 0.9802 1.1712 -0.3 -0.5 -0.5 0.287
H 2.7354 1.4909 -0.4373 -0.2 -1.4 1.3 0.319
H 2.8010 0.5961 1.2420 0.7 0.8 0.4 0.331
H 3.2374 -0.2786 -0.1934 -0.3 0.7 0.0 0.336
```
Positions in Å, forces in eV/Å.

7.
Density functional theory data (ωB97M-V/def2-TZVPD) for the molecule C6H8N2O in a non-equilibrium geometry.

Structure (SMILES): C=Nc1oc(N)cc1C
HOMO-LUMO gap: 8.51 eV
2S+1: 1
Total charge: 0
Strongest force on any atom: 6.7 eV Å⁻¹
Energy above the lowest of the compared OMol25 structures with the same formula, charge and spin: 3.491 eV
E_HOMO: -7.7 eV

```
17
Properties=species:S:1:pos:R:3:forces:R:3:mulliken_charge:R:1
C 0.4480 -2.7336 -1.3550 3.1 -2.1 2.2 -0.311
N 0.9514 -2.1226 -0.3937 -2.4 5.4 1.3 -0.385
C 0.1234 -0.5415 -0.1303 2.2 -6.0 -1.9 -0.174
O -0.7704 -0.0191 -1.0329 1.3 -0.6 0.4 -0.355
C -0.9722 1.2285 -0.5564 -0.6 0.1 0.9 0.245
N -1.7322 1.9978 -1.3937 -1.1 -0.2 -0.9 -0.594
C -0.3752 1.3860 0.6471 -1.5 1.7 -2.0 -0.841
C 0.3880 0.2736 0.8635 1.2 -0.8 1.7 1.021
C 1.3911 0.2046 1.9412 -1.3 0.6 0.8 -1.322
H 0.8868 -3.7020 -1.4773 0.4 -0.8 -0.3 0.270
H -0.2960 -2.5643 -1.9831 -3.5 1.7 -2.6 0.312
H -2.5695 2.4106 -0.9605 0.6 -0.4 -0.4 0.258
H -1.9607 1.3097 -2.1328 -0.5 1.2 0.2 0.313
H -0.4060 2.2495 1.2143 0.0 1.5 1.0 0.527
H 2.3272 0.3794 1.5261 1.9 0.0 -0.5 0.275
H 1.2346 0.9268 2.7395 -0.2 0.6 -0.3 0.370
H 1.3315 -0.6836 2.4842 0.3 -1.9 0.5 0.391
```
Positions in Å, forces in eV/Å.